{
  "formula": "C62H140N16O44S7",
  "method": "ωB97M-V with the def2-TZVPD basis set",
  "symbols": ["C", "C", "O", "S", "O", "O", "O", "H", "H", "H", "H", "C", "C", "O", "S", "O", "O", "O", "H", "H", "H", "H", "C", "C", "O", "S", "O", "O", "O", "H", "H", "H", "H", "C", "C", "O", "S", "O", "O", "O", "H", "H", "H", "H", "C", "C", "O", "S", "O", "O", "O", "H", "H", "H", "H", "C", "C", "O", "S", "O", "O", "O", "H", "H", "H", "H", "C", "C", "O", "S", "O", "O", "O", "H", "H", "H", "H", "C", "C", "O", "N", "C", "H", "H", "H", "H", "H", "H", "H", "C", "C", "O", "N", "C", "H", "H", "H", "H", "H", "H", "H", "C", "C", "O", "N", "C", "H", "H", "H", "H", "H", "H", "H", "C", "C", "O", "N", "C", "H", "H", "H", "H", "H", "H", "H", "C", "C", "O", "N", "C", "H", "H", "H", "H", "H", "H", "H", "C", "C", "O", "N", "C", "H", "H", "H", "H", "H", "H", "H", "C", "C", "O", "N", "C", "H", "H", "H", "H", "H", "H", "H", "C", "C", "O", "N", "C", "H", "H", "H", "H", "H", "H", "H", "C", "C", "O", "N", "C", "H", "H", "H", "H", "H", "H", "H", "C", "C", "O", "N", "C", "H", "H", "H", "H", "H", "H", "H", "C", "C", "O", "N", "C", "H", "H", "H", "H", "H", "H", "H", "C", "C", "O", "N", "C", "H", "H", "H", "H", "H", "H", "H", "C", "C", "O", "N", "C", "H", "H", "H", "H", "H", "H", "H", "C", "C", "O", "N", "C", "H", "H", "H", "H", "H", "H", "H", "C", "C", "O", "N", "C", "H", "H", "H", "H", "H", "H", "H", "C", "C", "O", "N", "C", "H", "H", "H", "H", "H", "H", "H"],
  "coordinates": [[0.541, -1.032, -1.505], [1.438, -0.419, -0.440], [0.406, 0.068, 0.521], [-0.811, -0.909, 0.572], [-2.023, -0.187, 0.422], [-0.707, -1.830, 1.682], [-0.429, -1.732, -0.676], [0.936, -1.838, -2.149], [-0.102, -0.343, -2.014], [2.041, 0.417, -0.796], [1.971, -1.227, 0.067], [4.227, 6.245, -1.403], [3.800, 5.024, -2.212], [4.050, 5.349, -3.545], [4.045, 6.861, -3.819], [2.891, 7.194, -4.605], [5.292, 7.306, -4.275], [3.852, 7.309, -2.367], [5.261, 6.326, -1.108], [3.619, 6.363, -0.488], [2.747, 4.750, -2.056], [4.410, 4.171, -2.004], [5.514, 3.919, 1.696], [4.607, 4.367, 2.846], [3.443, 3.419, 2.732], [3.457, 2.643, 1.333], [2.334, 2.980, 0.473], [3.486, 1.261, 1.754], [4.716, 3.229, 0.727], [6.204, 3.152, 2.003], [5.984, 4.759, 1.228], [4.115, 5.326, 2.663], [4.987, 4.172, 3.829], [-5.024, -5.642, 1.679], [-4.689, -4.671, 0.616], [-5.883, -3.824, 0.357], [-7.134, -4.615, 1.068], [-8.050, -4.877, -0.013], [-7.524, -3.836, 2.269], [-6.450, -5.965, 1.462], [-4.911, -5.267, 2.715], [-4.515, -6.576, 1.588], [-4.433, -5.181, -0.265], [-3.881, -3.965, 0.878], [3.353, -3.639, 0.750], [2.036, -4.480, 0.925], [1.678, -4.888, -0.476], [2.882, -4.490, -1.400], [2.418, -4.076, -2.649], [3.923, -5.459, -1.337], [3.333, -3.156, -0.545], [4.213, -4.362, 0.815], [3.649, -2.785, 1.359], [1.170, -3.934, 1.298], [2.213, -5.379, 1.472], [4.003, -0.223, -3.665], [4.386, -1.646, -3.908], [4.897, -2.086, -2.616], [5.563, -0.854, -1.844], [7.034, -0.932, -1.778], [4.808, -0.633, -0.674], [5.151, 0.279, -2.931], [3.114, -0.145, -3.010], [3.884, 0.403, -4.557], [5.183, -1.772, -4.665], [3.594, -2.402, -4.070], [0.349, 5.046, -5.072], [-0.818, 4.563, -5.917], [-1.134, 3.237, -5.536], [-0.308, 2.855, -4.165], [0.840, 1.999, -4.565], [-1.192, 2.360, -3.164], [0.181, 4.251, -3.835], [0.400, 6.122, -4.922], [1.285, 4.715, -5.448], [-0.801, 4.667, -6.984], [-1.653, 5.195, -5.570], [7.698, 1.851, -0.810], [7.555, 3.222, -1.462], [7.396, 4.261, -0.820], [7.593, 3.156, -2.860], [7.940, 4.369, -3.574], [8.162, 1.149, -1.537], [6.707, 1.432, -0.569], [8.327, 1.982, 0.080], [7.777, 2.271, -3.336], [8.765, 4.164, -4.260], [8.164, 5.167, -2.876], [7.079, 4.777, -4.200], [-0.943, 1.478, 3.342], [-1.183, 2.391, 4.520], [-0.547, 3.403, 4.693], [-2.358, 2.127, 5.180], [-2.632, 2.789, 6.484], [0.136, 1.424, 3.132], [-1.385, 2.057, 2.532], [-1.369, 0.517, 3.346], [-2.695, 1.174, 5.036], [-1.981, 2.463, 7.280], [-3.679, 2.549, 6.811], [-2.462, 3.829, 6.297], [-6.528, -0.995, -3.519], [-5.377, -0.028, -3.563], [-4.929, 0.382, -4.611], [-4.957, 0.317, -2.332], [-3.980, 1.395, -2.208], [-7.054, -0.740, -4.424], [-7.127, -0.929, -2.625], [-6.128, -2.020, -3.621], [-5.377, -0.035, -1.503], [-3.812, 1.484, -1.147], [-4.361, 2.384, -2.664], [-3.071, 1.117, -2.706], [0.555, 6.048, 2.384], [1.575, 7.136, 2.126], [2.688, 6.727, 1.825], [1.196, 8.443, 2.214], [1.958, 9.499, 1.517], [0.747, 5.663, 3.352], [0.874, 5.357, 1.668], [-0.458, 6.390, 2.099], [0.196, 8.558, 2.316], [2.217, 10.369, 2.101], [1.364, 9.846, 0.639], [2.799, 8.942, 1.145], [-3.665, -3.942, -4.205], [-4.339, -4.456, -5.515], [-4.046, -5.513, -6.047], [-5.228, -3.614, -6.099], [-5.747, -3.839, -7.444], [-2.581, -4.130, -4.224], [-4.018, -4.592, -3.415], [-3.829, -2.894, -4.208], [-5.245, -2.687, -5.696], [-5.575, -4.876, -7.683], [-5.190, -3.175, -8.131], [-6.814, -3.615, -7.509], [-3.251, -9.070, -2.562], [-2.633, -7.728, -2.086], [-3.036, -7.142, -1.105], [-1.492, -7.400, -2.714], [-0.730, -6.251, -2.295], [-3.457, -8.939, -3.640], [-4.263, -9.202, -2.160], [-2.663, -9.939, -2.233], [-1.376, -7.802, -3.659], [-1.456, -5.404, -2.300], [0.093, -6.009, -2.876], [-0.350, -6.368, -1.294], [-4.893, 1.827, 3.024], [-5.596, 1.914, 4.339], [-6.239, 2.881, 4.650], [-5.436, 0.816, 5.120], [-6.152, 0.465, 6.303], [-5.259, 2.506, 2.272], [-4.958, 0.830, 2.570], [-3.837, 2.025, 3.162], [-4.905, 0.107, 4.649], [-5.718, -0.502, 6.628], [-7.277, 0.492, 6.116], [-5.976, 1.221, 7.102], [-0.405, -7.963, 1.187], [-1.222, -7.257, 2.219], [-0.939, -6.154, 2.587], [-2.330, -7.950, 2.619], [-3.110, -7.523, 3.754], [0.345, -7.276, 0.868], [-1.062, -8.312, 0.381], [0.110, -8.871, 1.591], [-2.354, -8.934, 2.370], [-2.858, -8.003, 4.729], [-4.140, -7.837, 3.456], [-3.092, -6.450, 3.925], [-0.952, -0.991, 6.657], [-2.023, -1.454, 5.647], [-3.195, -1.043, 5.664], [-1.667, -2.452, 4.762], [-2.647, -2.853, 3.774], [-1.242, -1.433, 7.642], [-1.036, 0.129, 6.669], [0.039, -1.413, 6.400], [-0.692, -2.588, 4.583], [-2.088, -3.364, 2.968], [-3.217, -2.079, 3.300], [-3.360, -3.578, 4.163], [-1.473, -0.782, -8.995], [-1.616, -1.318, -7.562], [-2.340, -2.308, -7.280], [-0.986, -0.710, -6.549], [-1.308, -1.042, -5.133], [-1.959, -1.516, -9.683], [-0.443, -0.659, -9.271], [-1.899, 0.254, -8.995], [-0.564, 0.172, -6.747], [-0.471, -0.553, -4.552], [-1.383, -2.106, -4.934], [-2.209, -0.504, -4.929], [7.621, -3.568, 4.249], [6.457, -2.719, 3.842], [5.330, -3.265, 3.630], [6.634, -1.380, 3.683], [5.670, -0.485, 3.071], [7.853, -4.375, 3.552], [7.487, -3.999, 5.245], [8.514, -2.973, 4.393], [7.611, -1.065, 3.777], [5.213, -0.975, 2.215], [6.269, 0.384, 2.884], [4.810, -0.399, 3.755], [-3.963, 9.013, -0.004], [-2.586, 8.550, 0.252], [-1.896, 9.003, 1.151], [-2.102, 7.624, -0.656], [-0.803, 7.108, -0.855], [-4.447, 9.309, 0.891], [-4.548, 8.320, -0.577], [-3.922, 9.900, -0.604], [-2.873, 7.310, -1.238], [-0.355, 6.749, 0.082], [-0.051, 7.774, -1.279], [-0.874, 6.270, -1.543], [0.583, -4.507, -5.188], [-0.098, -5.703, -5.783], [0.138, -6.798, -5.270], [-0.836, -5.494, -6.846], [-1.357, -6.568, -7.662], [0.048, -4.077, -4.327], [0.727, -3.662, -5.842], [1.538, -4.816, -4.820], [-1.112, -4.530, -7.039], [-1.024, -6.481, -8.668], [-2.444, -6.457, -7.607], [-1.039, -7.533, -7.261], [3.222, 4.883, 5.926], [3.483, 3.410, 5.820], [4.641, 3.048, 5.832], [2.361, 2.566, 5.820], [2.428, 1.126, 5.653], [3.697, 5.245, 6.839], [2.175, 5.109, 6.016], [3.631, 5.435, 5.070], [1.436, 2.947, 5.529], [3.248, 0.665, 6.203], [2.585, 0.830, 4.612], [1.559, 0.716, 6.114], [3.248, -4.497, 6.184], [2.295, -3.480, 5.493], [1.452, -2.915, 6.081], [2.654, -3.269, 4.220], [2.132, -2.068, 3.595], [3.118, -5.443, 5.695], [3.011, -4.640, 7.236], [4.290, -4.149, 6.018], [3.498, -3.684, 3.866], [2.856, -1.465, 3.011], [1.680, -1.363, 4.299], [1.311, -2.343, 2.876], [-2.228, 4.529, 0.445], [-3.597, 4.848, -0.157], [-3.712, 5.098, -1.357], [-4.711, 4.634, 0.646], [-4.596, 5.124, 2.056], [-2.313, 3.626, 1.062], [-1.804, 5.326, 1.016], [-1.570, 4.438, -0.452], [-5.485, 5.022, 0.145], [-5.348, 4.555, 2.658], [-4.809, 6.192, 2.130], [-3.605, 4.857, 2.429]],
  "forces_ev_per_angstrom": [[-0.6, -1.0, 0.4], [-1.1, -0.3, 0.1], [1.1, 0.6, -0.4], [-0.1, -1.2, 1.9], [0.0, 0.3, -0.2], [0.0, 1.0, -0.7], [-0.1, -1.2, -0.9], [0.2, 0.7, 0.2], [0.4, 0.9, -0.8], [-0.1, -0.1, 0.5], [0.4, 0.5, -0.1], [-1.5, 0.3, 0.0], [0.0, -0.6, 1.5], [0.3, -1.4, -1.3], [-1.5, 1.4, -1.6], [0.3, -0.2, 0.5], [1.6, 0.1, -0.7], [-0.3, 0.4, 2.5], [0.5, -0.1, -0.5], [0.1, 0.2, -0.6], [0.2, 0.3, -0.1], [0.3, -0.6, 0.4], [0.4, -0.2, 1.0], [-2.1, -0.9, -1.4], [0.8, 0.5, -0.9], [-4.7, -1.7, 1.8], [1.5, 0.1, 0.7], [0.9, 0.6, -1.0], [1.0, 0.8, -1.1], [0.7, 0.2, 0.4], [0.4, 0.1, -0.4], [0.6, 0.1, 0.3], [0.5, 0.2, 0.3], [-0.9, -0.3, 1.7], [0.3, 2.4, 0.0], [0.2, -2.0, 1.5], [-2.1, 3.1, -0.1], [0.3, 0.1, 1.6], [0.9, -2.1, -2.8], [1.1, 0.4, 0.1], [-0.1, 0.0, -0.6], [0.5, -0.4, -0.2], [0.2, -0.6, -1.4], [-0.3, -0.5, 0.0], [1.4, -1.5, 1.5], [0.0, 1.0, -0.6], [0.6, 0.6, 0.9], [1.3, 0.2, 1.2], [-0.9, 0.9, -1.6], [-0.2, 0.1, 0.2], [-0.8, -1.1, -2.5], [-0.7, 0.6, 0.2], [-0.9, -0.2, 0.5], [0.1, -0.1, -0.1], [0.0, -0.5, 0.5], [-0.4, 0.7, 0.3], [0.1, -1.8, -0.2], [0.9, 0.7, 0.0], [2.6, 0.0, -1.1], [-3.5, -0.1, -0.4], [-0.2, 0.1, 1.1], [0.3, -0.5, 0.3], [0.3, 0.0, -0.4], [0.0, -0.3, 0.3], [-0.4, 0.2, 0.3], [0.1, 0.8, -0.3], [0.4, -1.1, -0.5], [-1.6, 1.7, 1.3], [0.9, -0.9, 1.2], [1.1, -3.8, -1.9], [-2.4, 1.8, 0.7], [0.4, 0.4, -0.5], [0.2, 2.6, 0.4], [-0.3, -0.2, 0.6], [1.0, -0.1, -0.5], [0.7, -0.2, -0.5], [-0.1, -0.3, -0.3], [0.1, 0.1, -0.7], [-0.3, -0.7, -0.7], [0.2, -0.8, -0.9], [0.3, 0.6, 1.3], [-1.5, 0.6, -1.5], [-0.2, 0.4, 0.8], [0.4, 0.3, 0.2], [-0.3, -0.3, -0.2], [-0.1, 0.5, 0.7], [0.0, 0.2, 0.2], [0.3, -0.1, 0.2], [0.9, -0.6, 0.7], [1.4, 1.7, -0.3], [-2.0, -0.8, -0.4], [1.2, 0.8, 0.6], [0.8, -0.6, 0.9], [-1.1, -1.0, -0.9], [-0.3, 0.0, 0.1], [0.0, -0.2, -0.4], [-0.7, -1.3, 0.3], [-0.1, 0.4, 0.5], [0.5, -0.2, 0.1], [0.9, 0.5, -0.6], [-0.2, 0.7, 0.2], [0.7, -0.6, -0.8], [-1.1, -0.9, 1.4], [0.7, 0.4, -0.4], [1.2, 1.4, -0.9], [-1.1, 0.8, -0.3], [-0.7, -0.3, -0.1], [-0.2, 0.0, 0.1], [-0.3, 0.3, 0.1], [-0.4, -0.3, 0.2], [0.3, 0.4, 0.3], [0.5, -1.5, 0.8], [0.4, 0.0, -0.2], [-0.5, 2.3, -0.7], [-0.5, 0.0, 0.2], [1.1, 0.8, -0.3], [0.1, -0.2, -0.2], [-1.3, -0.9, -0.8], [-0.5, -0.5, 1.1], [0.2, -1.6, -0.9], [0.3, -0.3, 1.0], [0.0, 0.3, -0.1], [0.2, -0.1, 0.5], [0.3, -0.2, 0.6], [0.8, 0.4, -0.2], [0.1, -1.6, -1.8], [0.9, 0.1, -0.4], [0.1, -0.5, 0.4], [-0.1, 0.3, 0.8], [0.5, 0.8, 0.2], [-0.3, 0.0, -0.4], [-0.5, 0.5, 0.6], [-0.3, 0.9, 1.0], [-0.2, 0.0, -0.4], [0.1, -0.2, -0.2], [-0.3, -0.4, 0.0], [0.1, 0.0, 0.1], [-1.0, 1.2, -0.3], [0.3, -2.0, 0.1], [-0.6, 0.8, 0.9], [0.3, -0.8, -1.6], [-2.4, 0.8, 1.0], [0.7, -0.8, 0.2], [0.3, 0.3, 0.3], [0.1, 0.4, -0.6], [0.4, 0.6, 0.9], [0.8, -0.1, 0.2], [1.3, 0.0, -1.6], [-0.2, -0.1, 0.5], [0.6, -0.8, -0.9], [0.0, -0.9, 0.0], [-0.9, 1.3, 0.6], [0.6, 0.2, -1.4], [-0.8, 0.6, 0.8], [-0.3, 0.4, 0.1], [0.0, 0.0, 0.2], [0.3, 0.1, 0.0], [0.1, -0.5, 0.4], [-0.8, 0.5, -0.1], [1.4, -0.5, 0.3], [0.0, -0.5, -0.4], [0.1, -1.5, 0.2], [-0.4, -1.5, -0.7], [0.1, 1.6, 0.9], [0.8, 0.1, 0.4], [-1.5, -1.0, 0.3], [0.5, 0.4, -0.6], [0.3, 0.3, -0.1], [-0.4, 0.7, -0.1], [-0.1, 0.4, 0.1], [0.1, 0.1, -0.8], [0.4, 0.4, 0.9], [0.2, 0.0, -0.4], [-0.8, -0.1, -0.5], [-0.3, -1.0, -0.1], [1.2, 0.1, 0.1], [-1.0, 1.7, 0.8], [0.9, -1.6, -0.9], [0.1, 0.6, -0.7], [0.4, -1.1, 0.3], [-0.5, 0.6, 0.1], [0.3, -0.2, 0.0], [-0.3, 0.2, 0.4], [-0.1, 0.9, 0.1], [-0.1, 0.0, 0.3], [-0.8, 0.0, 0.8], [-1.7, -2.2, 0.5], [1.1, 1.2, -1.1], [0.2, -0.3, 0.2], [1.8, 1.6, -0.6], [0.2, 1.0, 0.6], [0.7, -0.1, -0.1], [-0.1, -1.0, -0.4], [0.3, 0.4, 0.2], [-0.9, -0.7, -0.3], [0.0, 0.1, -0.3], [-0.9, 0.0, 0.6], [0.8, 0.2, 0.8], [-2.7, -0.7, -0.8], [2.4, 1.3, 0.2], [1.8, -1.5, 0.4], [-0.6, -1.4, 1.0], [-0.4, 0.2, 0.0], [-0.5, -0.1, -0.2], [0.4, 0.3, -0.3], [-1.1, -0.2, -0.1], [0.4, 0.3, -0.6], [-0.7, 0.8, -0.4], [0.5, 0.8, -0.1], [-0.3, 0.0, -0.5], [2.2, -0.8, -0.3], [0.2, 0.0, 0.3], [-2.8, 1.3, 0.1], [1.3, -0.6, 0.4], [-0.4, 0.0, 1.0], [-0.4, -0.5, -0.1], [0.3, 0.6, -0.4], [0.8, -0.4, -0.2], [-0.2, 0.0, -0.3], [-0.3, 0.6, -0.1], [0.0, -0.1, 0.1], [-0.5, 1.0, 0.7], [1.2, -0.3, 1.4], [-0.3, -0.3, -0.4], [-0.3, 0.6, -1.1], [-1.2, 0.1, 1.0], [0.0, -0.5, -0.1], [0.0, 0.2, -0.7], [0.5, -0.3, 0.2], [0.1, -0.5, -0.1], [0.3, 0.1, -0.9], [0.1, -0.5, -0.3], [-0.1, 0.3, 0.1], [-0.4, 0.4, 0.0], [-1.5, -0.5, 0.2], [0.4, -1.0, -0.2], [0.4, 1.2, -0.4], [1.2, 0.2, 0.1], [0.2, -0.1, -0.1], [-0.6, 0.1, -0.1], [0.0, -0.2, 0.3], [1.2, 0.1, 0.4], [0.3, 0.4, 0.1], [-0.4, 0.0, -0.1], [-0.9, -0.5, -0.2], [-0.1, 0.7, -0.4], [4.3, -3.0, -0.1], [-3.3, 2.0, 1.7], [-0.8, 1.2, -0.6], [-1.0, 0.2, -1.8], [0.1, -0.6, -0.3], [0.0, 0.3, 0.0], [-0.6, -0.3, 0.3], [0.3, 0.2, 0.1], [0.0, -0.7, 0.4], [0.2, -0.4, 0.2], [0.6, 0.4, 0.6], [-0.3, -0.3, -1.5], [0.0, -0.9, -0.5], [0.0, 0.2, 0.9], [1.5, 1.2, 0.4], [-1.2, -1.4, -0.1], [0.3, 0.2, -0.3], [-0.1, 0.5, 0.6], [-0.4, -0.5, 0.9], [-0.8, 0.0, -0.1], [0.7, 0.7, -0.3], [0.3, 0.0, 0.0], [-0.2, 0.3, 0.1]],
  "mulliken_charge": [-0.70, 1.59, 0.13, -0.10, -0.37, -0.40, 0.45, -0.05, 0.07, 0.32, -1.09, 0.72, 0.57, -0.27, 1.00, -0.59, -0.58, -0.36, 0.29, -0.40, -0.07, -0.13, -0.52, 0.15, 0.64, -0.62, -0.20, 0.02, -0.43, 0.10, 0.46, -0.14, 0.47, 0.08, 0.50, -0.19, 1.07, -0.57, -0.58, -0.36, 0.04, 0.04, 0.10, -0.17, 0.07, -0.17, -0.04, 0.80, -0.30, -0.68, 0.02, 0.49, -0.60, -0.05, 0.57, 0.50, -0.01, -0.13, 0.44, -0.66, -0.01, -0.28, -0.47, 0.45, 0.25, -0.02, -0.38, -0.55, -0.33, 0.86, -0.66, -0.25, -0.03, 0.39, 0.30, 0.36, 0.29, -0.75, 0.85, -0.69, -0.07, -0.91, 0.50, -0.31, 0.37, 0.21, 0.37, 0.32, 0.16, 1.08, 0.12, -0.80, 0.48, -1.07, 0.05, -0.76, 0.32, -0.34, 0.34, 0.14, 0.40, -1.22, 0.84, -0.68, 0.01, -0.18, 0.32, 0.45, 0.16, 0.29, 0.15, 0.16, -0.25, -0.83, 0.58, -0.71, -0.16, -0.94, 0.61, 0.20, -0.01, 0.31, 0.31, 0.27, 0.32, 0.67, 0.59, -0.71, -0.06, -0.92, -0.77, 0.19, -0.05, 0.08, 0.35, 0.23, 0.32, -1.48, 0.50, -0.46, 0.15, -0.19, 0.43, 0.37, 0.30, 0.36, 0.01, 0.46, -0.50, -0.83, 0.71, -0.72, 0.15, -1.06, 0.43, 0.42, -0.12, 0.10, 0.34, 0.29, 0.30, -0.57, 0.74, -0.51, -0.10, -0.85, -0.29, 0.09, 0.44, 0.24, 0.30, 0.38, 0.18, 0.04, 0.36, -0.69, 0.22, -0.81, 0.38, -0.08, -0.23, 0.18, 0.09, 0.10, 0.40, -1.39, 0.64, -0.50, 0.10, 0.41, 0.29, 0.40, 0.34, 0.17, -0.21, -0.58, 0.45, -1.23, 0.55, -0.66, -0.06, 0.23, 0.28, 0.28, 0.40, 0.27, -0.39, 0.22, -0.09, -1.36, 0.74, -0.62, 0.07, -1.15, 0.37, 0.36, 0.38, 0.27, -0.04, 0.44, 0.57, -0.71, 0.66, -0.78, 0.03, -0.96, -0.17, 0.54, 0.43, 0.05, 0.34, 0.28, 0.33, -0.97, 0.76, -0.67, 0.14, -0.73, 0.37, 0.24, 0.22, -0.01, 0.37, 0.06, 0.30, -1.33, 0.47, -0.51, 0.70, 0.64, 0.35, 0.35, 0.21, 0.46, -0.50, -0.21, -0.54, 0.44, 0.52, -0.79, 0.03, -0.82, 0.12, -0.49, -0.25, 0.30, 0.35, 0.29, 0.19],
  "e_homo_ha": -0.334,
  "charge": 0,
  "total_energy_ha": -9420.42422,
  "lumo_ev": -0.14,
  "fmax_ev_per_a": 5.3,
  "gap_ev": 8.94
}